Density functional theory data (the ωB97M-V functional and the def2-TZVPD basis) for a 4-piece molecular cluster, C15H31BBr2FO3 overall.

CARTESIAN COORDINATES (ANGSTROEM)
H (3.610, 0.255, -3.152)
C (3.037, 0.674, -2.326)
H (0.530, 0.605, -3.695)
H (-3.398, -0.454, -3.250)
H (6.186, 5.705, -0.579)
H (-5.768, -1.775, 1.393)
H (-6.078, -0.351, 2.410)
H (-3.956, -5.477, 4.376)
H (-3.332, 1.272, -2.821)
H (-2.160, -0.170, -1.117)
H (-2.232, 0.636, -4.043)
H (-3.167, -0.317, 3.754)
H (-1.399, -2.822, 2.211)
C (-3.329, 0.250, 2.835)
H (4.966, 3.708, 2.434)
H (-2.370, 0.572, 2.435)
C (5.460, 3.918, 0.366)
H (1.543, 2.268, -2.367)
Br (1.420, -1.764, -4.523)
O (-2.986, -3.174, 4.132)
H (2.395, -1.308, -1.942)
C (-2.700, -4.068, 3.368)
H (-3.940, 1.125, 3.062)
C (-1.749, -3.851, 2.218)
H (-3.843, -5.719, 2.617)
C (-4.025, -0.623, 1.823)
O (-3.514, -0.900, 0.765)
H (2.671, 2.270, -3.731)
F (-1.073, 1.357, -1.801)
H (-0.895, -4.525, 2.306)
O (4.640, 3.106, 0.023)
H (-2.491, -6.183, 3.655)
Br (1.377, -0.003, -0.116)
C (2.573, 2.098, -2.663)
H (-1.223, -1.547, -3.258)
H (7.394, 4.422, -0.424)
C (-0.712, -0.964, -2.492)
H (5.474, 5.348, 1.970)
H (-5.287, -1.779, 3.106)
H (6.682, 4.065, 2.128)
C (6.343, 4.627, -0.637)
H (6.102, 4.279, -1.639)
C (5.657, 4.282, 1.822)
H (-2.251, -4.059, 1.271)
H (3.192, 2.817, -2.132)
H (3.718, 0.733, -1.477)
C (-2.745, 0.402, -3.112)
C (-5.381, -1.166, 2.207)
B (0.702, -0.419, -3.078)
C (-3.288, -5.452, 3.518)
H (-0.560, -1.651, -1.658)
C (-1.700, 0.119, -2.057)
C (1.936, -0.325, -1.999)

The net charge is -1. The LUMO energy comes out at 2.449 eV. As for the HOMO energy: -4.80 eV. For the HOMO-LUMO gap, the calculation gives 7.254 eV.

Here are the Löwdin charges for atoms 1 to 6, given in e: number 1, H, carries 0.0942; number 2, C, carries -0.3478; number 3, H, carries 0.0505; number 4, H, carries 0.0735; number 5, H, carries 0.0799; number 6, H, carries 0.0786

Density functional theory data (the ωB97M-V functional and the def2-TZVPD basis) for a 2-piece molecular cluster, C15H31BFIN9O4 overall.

CARTESIAN COORDINATES (ANGSTROEM)
N (-4.401, -1.616, -2.096)
H (2.069, -3.625, 2.252)
N (0.747, 1.673, -0.864)
B (3.602, -1.036, 0.616)
H (0.365, -3.696, 2.766)
C (2.513, 2.747, -2.336)
C (-1.781, 2.491, 0.375)
H (2.655, 2.423, -0.146)
F (0.647, -0.733, -3.557)
H (4.583, 0.665, 0.564)
N (-4.535, 0.729, -1.466)
C (0.569, 1.324, 0.566)
I (-1.504, -2.357, 0.578)
H (-4.012, -2.208, -1.360)
N (2.290, -0.155, -1.291)
N (0.366, 0.314, -2.756)
H (-1.647, 3.225, 1.216)
H (5.004, -1.876, 1.801)
H (-5.403, 0.855, -1.972)
N (1.855, 3.087, -3.385)
O (-0.931, -2.233, 4.483)
C (1.261, 0.016, 1.084)
H (1.454, 3.676, -0.686)
C (-2.129, -1.942, 4.091)
C (2.065, -0.842, 0.050)
C (0.596, -2.988, 0.724)
H (2.520, -0.867, -1.982)
H (-4.136, -2.004, -3.001)
O (4.645, -0.175, 0.100)
H (-1.269, 0.836, 1.807)
H (3.596, 2.470, -2.436)
H (2.495, 3.066, -4.183)
C (1.129, 0.565, -1.685)
H (2.390, -2.944, -0.531)
O (-2.872, -2.988, 3.991)
H (-3.429, 1.107, 0.808)
C (-3.791, 1.974, -1.239)
N (4.025, -2.066, 1.574)
H (0.951, -2.216, -1.283)
H (0.829, 2.249, 1.151)
C (1.511, -2.272, -0.307)
H (2.046, -0.264, 2.961)
H (2.027, 1.294, 2.565)
H (1.142, -2.092, 2.747)
H (-4.532, 2.811, -1.356)
C (-3.733, -0.304, -1.989)
H (-2.221, -1.110, -2.692)
C (-1.002, 1.170, 0.777)
C (1.873, 2.662, -0.917)
C (-3.296, 2.078, 0.267)
C (1.100, -3.060, 2.206)
O (-2.508, -0.774, 3.793)
H (0.542, -4.061, 0.398)
N (2.240, 0.374, 2.183)
H (-0.434, 0.910, -2.968)
N (-2.511, -0.179, -2.390)
H (3.540, -1.915, 2.461)
H (0.459, -0.548, 1.630)
H (-1.308, 0.409, 0.009)
H (-1.407, 2.940, -0.573)
H (-2.982, 2.180, -1.976)
H (-3.922, 2.825, 0.825)

The net charge is -1. The LUMO energy comes out at 1.215 eV. As for the HOMO energy: -0.74 eV. For the HOMO-LUMO gap, the calculation gives 1.954 eV.

Here are the Löwdin charges for atoms 1 to 6, given in e: number 1, N, carries 0.0741; number 2, H, carries 0.0783; number 3, N, carries -0.0300; number 4, B, carries -0.5132; number 5, H, carries 0.0861; number 6, C, carries -0.2209

Density functional theory data (the ωB97M-V functional and the def2-TZVPD basis) for C15H31CaIP2 as an isolated structure.

CARTESIAN COORDINATES (ANGSTROEM)
C (1.530, -0.569, -2.912)
C (-0.706, -3.463, 1.200)
C (-1.568, 2.686, 1.418)
H (1.798, -3.155, 0.256)
H (1.687, 0.694, 1.050)
H (2.184, 3.191, 1.320)
I (-0.558, 1.980, 4.429)
H (-2.239, 1.863, 1.086)
P (0.396, -2.247, 1.999)
Ca (-1.773, -0.093, 2.329)
H (2.120, 1.482, -3.114)
H (-1.487, 2.356, -1.204)
C (0.041, -0.802, 0.905)
H (0.561, -1.095, -0.020)
C (-1.846, 0.898, -2.817)
H (0.670, 1.085, -4.043)
H (0.400, -0.544, 4.414)
C (-0.239, -1.381, 4.086)
H (2.560, -0.647, -2.527)
C (0.574, 0.724, 1.084)
H (-2.875, 0.966, -2.451)
H (0.245, 1.058, 0.091)
C (0.657, -1.402, -2.024)
C (1.154, 0.943, -3.060)
H (-1.691, -3.051, 0.952)
C (-0.974, 1.605, -1.821)
C (0.377, 1.594, -1.931)
H (-1.002, -0.701, -4.031)
H (2.608, -1.818, 1.138)
H (1.246, 4.405, 2.386)
C (-0.693, -1.283, -1.971)
H (1.546, -0.989, -3.936)
H (-1.027, -0.799, 0.490)
H (-0.841, -4.322, 1.865)
H (-0.233, -3.818, 0.273)
H (0.721, 4.103, 0.687)
H (-1.302, -1.796, -1.203)
H (0.313, -2.287, 4.354)
P (0.089, 2.268, 2.019)
H (1.025, 2.235, -1.303)
C (1.192, 3.629, 1.597)
C (1.988, -2.712, 1.249)
H (-1.321, 3.287, 0.528)
H (1.180, -2.256, -1.580)
H (-2.454, -1.151, -3.097)
C (-1.496, -0.595, -3.038)
H (-1.147, -1.392, 4.723)
H (2.516, -3.437, 1.868)
H (-2.092, 3.365, 2.092)
H (-1.814, 1.393, -3.805)

The net charge is 0. The relative energy (zero: lowest compared OMol25 entry of this formula, charge and spin) is 35.5 kJ/mol. The LUMO energy (alpha / beta) comes out at -0.938 / -0.937 eV. As for the HOMO energy (alpha / beta): -3.97 / -3.96 eV. For the HOMO-LUMO gap (alpha / beta), the calculation gives 3.030 / 3.027 eV.

Here are the Löwdin charges for atoms 1 to 6, given in e: number 1, C, carries -0.1718; number 2, C, carries -0.2739; number 3, C, carries -0.3794; number 4, H, carries 0.0015; number 5, H, carries 0.0965; number 6, H, carries 0.0593

Density functional theory data (the ωB97M-V functional and the def2-TZVPD basis) for C15H31ClCuP2 as an isolated structure.

CARTESIAN COORDINATES (ANGSTROEM)
C (4.145, -5.874, -0.983)
H (1.278, 1.374, -1.662)
H (2.713, -5.651, 1.729)
Cu (-0.410, -0.585, -0.699)
H (4.578, -6.074, 0.020)
H (5.952, -2.519, -1.505)
C (2.748, -6.571, -1.094)
H (4.109, -2.084, 1.216)
H (4.803, -6.314, -1.750)
P (4.077, -4.037, -1.351)
H (1.814, -3.704, -1.307)
H (-0.143, -6.963, -1.745)
H (2.800, -3.853, 0.278)
H (6.218, -3.719, -0.197)
H (-0.940, -6.467, -0.194)
C (1.403, -2.826, -1.849)
P (1.317, -5.593, -0.339)
C (5.869, -3.585, -1.235)
C (-0.005, -6.841, -0.652)
H (4.727, -4.837, -3.555)
H (2.784, -7.519, -0.520)
C (2.213, -3.169, 0.959)
H (0.307, -7.801, -0.189)
H (0.637, 1.692, 0.016)
H (2.919, -4.717, -3.428)
C (3.073, -1.816, 0.830)
H (-1.287, -3.402, 0.340)
H (6.491, -4.196, -1.921)
C (3.881, -4.226, -3.184)
C (0.755, -3.180, 0.934)
H (1.574, -3.092, -2.904)
H (3.901, -3.218, -3.632)
H (0.973, -5.730, 2.085)
C (-0.129, -3.090, -1.546)
C (2.150, -1.567, -1.519)
H (2.658, -1.070, 1.577)
C (-0.230, -3.331, -0.016)
H (1.820, -7.168, 1.404)
H (-0.520, 1.288, -1.318)
Cl (-1.468, -0.390, 1.198)
H (0.330, -2.769, 1.861)
H (-0.370, -4.029, -2.128)
H (-0.812, -2.322, -1.991)
H (3.658, -0.337, -0.630)
H (2.533, -6.797, -2.162)
H (2.475, -3.576, 1.926)
C (1.761, -6.080, 1.420)
C (3.143, -1.314, -0.585)
H (1.923, -0.747, -2.203)
C (0.511, 1.130, -0.916)

The net charge is 0. The relative energy (zero: lowest compared OMol25 entry of this formula, charge and spin) is 34.7 kJ/mol. The LUMO energy (alpha / beta) comes out at 0.260 / -1.414 eV. As for the spin multiplicity: 2. As for the expectation value of S²: 0.76. As for the HOMO energy (alpha / beta): -7.47 / -7.50 eV. For the HOMO-LUMO gap (alpha / beta), the calculation gives 7.732 / 6.087 eV.

Here are the Löwdin charges for atoms 1 to 6, given in e: number 1, C, carries -0.3948; number 2, H, carries 0.0130; number 3, H, carries 0.0336; number 4, Cu, carries 0.1200; number 5, H, carries 0.0804; number 6, H, carries 0.0346

Q: Which E values were calculated for the entries above? A: -6088.70754 -1806.14899 -2247.73441 -3373.28234, in hartree.
Q: Which maximum force values were calculated for the entries above? A: 0.9 3.5 5.3 3.6, in eV Å⁻¹.